1.
{
  "formula": "C3H3O2Tl",
  "method": "ωB97M-V with the def2-TZVPD basis set",
  "relative_energy_ev": 0.000,
  "e_lumo_ev": 0.08,
  "gap_ev": 8.6,
  "mol_weight_g_mol": 275.44,
  "e_homo_ev": -8.5,
  "symbols": ["C", "O", "C", "C", "O", "H", "H", "H", "Tl"],
  "coordinates": [[-0.054, -1.763, 0.083], [-1.268, 0.272, 0.054], [0.908, -0.883, 0.241], [-1.434, -1.087, 0.005], [1.761, -0.067, 0.231], [0.117, -2.831, 0.218], [-1.924, -1.436, -0.930], [-2.040, -1.466, 0.858], [-0.171, 2.097, -0.053]],
  "forces_ev_per_angstrom": [[0.173, 0.256, 0.537], [-0.618, 0.151, -0.075], [0.690, -0.219, -0.655], [0.122, -0.774, 0.053], [-0.677, -0.622, 0.316], [0.018, 0.356, -0.125], [0.081, 0.235, 0.312], [0.109, 0.201, -0.326], [0.102, 0.415, -0.036]]
}

2.
{
  "formula": "C5H8N2",
  "method": "ωB97M-V with the def2-TZVPD basis set",
  "relative_energy_ev": 3.573,
  "e_lumo_ev": 0.92,
  "gap_ev": 9.7,
  "mol_weight_g_mol": 96.13,
  "e_homo_ev": -8.8,
  "smiles": "C[C@H]1[C@@H](C#N)N1C",
  "symbols": ["C", "C", "C", "C", "N", "N", "C", "H", "H", "H", "H", "H", "H", "H", "H"],
  "coordinates": [[-1.759, 0.436, 0.160], [-0.517, -0.197, -0.325], [0.891, 0.641, -0.705], [0.307, 1.927, -0.787], [-0.550, 2.707, -0.716], [0.604, -0.078, 0.504], [1.405, -1.238, 0.765], [-1.693, 1.198, 0.943], [-2.604, 0.570, -0.531], [-1.756, -0.610, 0.660], [-0.699, -1.004, -1.030], [1.536, 0.237, -1.490], [1.564, -1.872, -0.124], [0.902, -1.824, 1.538], [2.369, -0.892, 1.137]],
  "forces_ev_per_angstrom": [[-0.282, -2.188, 1.149], [1.878, 1.483, -2.113], [-1.699, -0.787, -0.655], [-0.861, 1.225, 0.265], [1.275, 0.314, -0.316], [0.213, -0.140, 0.622], [0.333, -0.296, 0.132], [0.258, -0.285, -0.507], [0.576, -0.199, 0.196], [-2.217, 1.287, 0.549], [0.526, -0.372, 0.262], [-0.205, 0.105, 0.360], [-0.018, 0.081, 0.082], [0.173, -0.021, -0.077], [0.050, -0.206, 0.050]]
}

3.
{
  "formula": "F4Li3Sr",
  "method": "ωB97M-V with the def2-TZVPD basis set",
  "relative_energy_ev": 0.519,
  "e_lumo_ev": -5.29,
  "gap_ev": 7.4,
  "mol_weight_g_mol": 184.44,
  "e_homo_ev": -12.7,
  "total_charge": 1,
  "symbols": ["Sr", "Li", "Li", "Li", "F", "F", "F", "F"],
  "coordinates": [[13.296, 19.129, -12.911], [16.597, 22.440, -13.241], [16.374, 19.977, -11.232], [15.953, 19.689, -14.080], [17.861, 20.257, -13.953], [15.184, 21.088, -12.819], [14.311, 19.969, -15.201], [15.732, 18.191, -12.784]],
  "forces_ev_per_angstrom": [[2.520, 0.562, -2.333], [-0.026, -1.377, -0.677], [0.191, -0.533, -1.627], [1.065, 0.036, -0.764], [-1.682, 0.950, 0.948], [0.322, -0.267, 1.400], [-0.561, -0.970, 2.266], [-1.828, 1.599, 0.788]]
}

4.
{
  "formula": "CHF3O2",
  "method": "ωB97M-V with the def2-TZVPD basis set",
  "relative_energy_ev": 3.101,
  "e_lumo_ev": [-0.57, 0.31],
  "gap_ev": [8.5, 11.0],
  "mol_weight_g_mol": 102.01,
  "e_homo_ev": [-9.1, -10.7],
  "symbols": ["C", "O", "O", "F", "F", "F", "H"],
  "coordinates": [[1.074, -0.194, 0.337], [-1.814, 0.026, -0.864], [-1.338, -0.295, 0.336], [1.404, -0.833, 1.419], [1.305, 1.089, 0.379], [1.416, -0.771, -0.775], [-2.047, 0.978, -0.832]],
  "forces_ev_per_angstrom": [[-2.844, 0.016, 0.010], [-0.252, 0.355, -0.581], [1.075, 0.005, 0.454], [0.584, -0.055, 0.025], [0.625, 0.060, -0.048], [0.607, 0.002, -0.029], [0.206, -0.384, 0.169]]
}

5.
{
  "formula": "C23H32B3N5O7",
  "method": "ωB97M-V with the def2-TZVPD basis set",
  "e_lumo_ev": 0.00,
  "gap_ev": 8.0,
  "mol_weight_g_mol": 522.97,
  "e_homo_ev": -8.0,
  "symbols": ["C", "C", "O", "O", "C", "C", "C", "C", "B", "O", "B", "O", "O", "B", "O", "C", "N", "O", "H", "H", "H", "H", "H", "H", "H", "H", "H", "H", "H", "H", "N", "C", "C", "C", "C", "H", "H", "H", "H", "H", "N", "C", "C", "C", "C", "H", "H", "H", "H", "H", "N", "C", "C", "C", "C", "H", "H", "H", "H", "H", "N", "C", "C", "C", "C", "H", "H", "H", "H", "H"],
  "coordinates": [[4.256, -2.676, 0.819], [4.677, -1.174, 0.897], [5.353, -0.847, 1.813], [4.286, -0.302, -0.093], [2.850, -0.029, -0.030], [2.663, 1.458, 0.411], [1.287, 1.689, 1.125], [0.056, 1.669, 0.140], [-1.143, 0.867, 0.814], [-1.325, 0.760, 2.214], [-1.460, -0.591, 2.557], [-0.600, -1.308, 3.358], [-2.563, -1.281, 1.968], [-2.526, -0.994, 0.612], [-2.897, -2.072, -0.290], [-1.817, -2.238, -1.032], [-0.860, -2.484, -1.588], [-2.138, 0.202, 0.035], [4.974, -3.332, 1.342], [3.259, -2.734, 1.314], [4.130, -3.031, -0.225], [2.440, -0.712, 0.746], [2.409, -0.249, -1.026], [3.432, 1.631, 1.204], [2.853, 2.180, -0.429], [1.280, 2.649, 1.690], [1.201, 0.895, 1.907], [0.293, 1.282, -0.875], [-0.321, 2.720, 0.048], [-0.462, -0.897, 4.226], [0.268, 1.774, -4.607], [0.697, 0.874, -3.668], [-0.298, -0.051, -3.481], [-1.367, 0.301, -4.346], [-0.987, 1.428, -5.029], [0.793, 2.564, -4.936], [1.671, 0.972, -3.214], [-0.263, -0.887, -2.802], [-2.308, -0.214, -4.456], [-1.500, 2.013, -5.775], [4.510, 4.701, -1.669], [3.744, 4.274, -2.719], [2.954, 5.322, -3.117], [3.259, 6.424, -2.277], [4.224, 6.011, -1.396], [5.180, 4.138, -1.173], [3.826, 3.265, -3.090], [2.237, 5.300, -3.923], [2.821, 7.409, -2.316], [4.729, 6.533, -0.601], [-1.070, -5.076, 0.205], [-0.274, -6.116, -0.188], [-0.306, -7.069, 0.798], [-1.160, -6.587, 1.824], [-1.618, -5.356, 1.427], [-1.229, -4.233, -0.324], [0.247, -6.087, -1.131], [0.223, -8.008, 0.784], [-1.411, -7.086, 2.746], [-2.283, -4.657, 1.909], [-6.539, 0.097, 3.999], [-6.956, 1.191, 3.290], [-5.892, 1.649, 2.557], [-4.792, 0.794, 2.831], [-5.224, -0.154, 3.722], [-7.112, -0.439, 4.627], [-7.970, 1.548, 3.369], [-5.902, 2.501, 1.896], [-3.800, 0.868, 2.421], [-4.710, -0.983, 4.181]],
  "forces_ev_per_angstrom": [[-0.765, 0.617, -0.722], [-0.093, -1.925, -0.337], [0.676, 1.036, 0.523], [-0.483, -0.373, 0.267], [0.166, 0.511, 0.102], [-0.047, -0.085, 0.764], [0.283, -0.079, -0.457], [-0.454, -0.009, 1.071], [-0.649, 0.887, -0.315], [1.107, -1.073, -0.858], [-0.845, -0.120, 0.743], [-1.078, 0.735, 0.156], [1.778, 0.417, -1.355], [-1.421, 0.201, 0.246], [1.665, 0.741, -0.378], [-3.315, 0.118, 1.594], [1.874, -0.609, -1.108], [0.986, -1.068, 1.089], [-0.363, 0.667, -0.144], [0.675, -0.232, -0.280], [0.031, 0.309, 0.580], [-0.187, 0.512, -0.597], [0.226, 0.044, 0.672], [-0.342, -0.067, -0.747], [-0.261, -0.701, 0.701], [0.182, -0.630, -0.483], [-0.017, 0.515, -0.575], [-0.218, 0.299, 0.630], [0.305, -0.703, -0.286], [0.421, -0.044, -0.398], [0.000, -0.027, -0.011], [-0.033, 0.047, 0.005], [0.232, 0.085, 0.067], [-0.041, 0.092, -0.066], [-0.023, 0.058, -0.012], [-0.039, -0.059, 0.020], [-0.024, -0.017, -0.025], [0.067, 0.156, -0.209], [0.039, 0.016, -0.007], [0.001, -0.036, 0.033], [-0.033, 0.031, -0.046], [-0.009, -0.092, 0.033], [-0.005, -0.130, -0.048], [0.026, 0.089, 0.075], [0.024, -0.023, 0.069], [-0.039, 0.034, -0.047], [0.004, 0.043, -0.004], [0.032, 0.017, 0.024], [0.026, -0.038, 0.002], [-0.037, 0.000, -0.038], [-0.104, -0.077, 0.111], [0.039, 0.054, -0.035], [0.055, -0.017, -0.092], [-0.072, 0.047, 0.083], [0.001, 0.050, -0.003], [0.207, -0.317, 0.028], [-0.013, -0.009, 0.043], [-0.023, 0.036, -0.007], [0.006, 0.021, -0.036], [0.031, -0.030, 0.001], [0.052, 0.044, -0.067], [-0.050, 0.012, 0.047], [-0.118, 0.046, 0.008], [-0.024, -0.037, 0.012], [0.008, -0.059, 0.069], [0.039, 0.031, -0.057], [0.048, 0.006, -0.020], [-0.007, -0.036, 0.025], [-0.068, 0.086, 0.035], [-0.007, 0.020, -0.054]]
}

6.
{
  "formula": "C16H14BClO2Sc",
  "method": "ωB97M-V with the def2-TZVPD basis set",
  "relative_energy_ev": 1.340,
  "e_lumo_ev": 2.51,
  "gap_ev": 5.7,
  "mol_weight_g_mol": 329.51,
  "e_homo_ev": -3.2,
  "total_charge": -1,
  "symbols": ["C", "C", "C", "H", "C", "C", "H", "H", "H", "H", "Sc", "Cl", "C", "C", "C", "H", "C", "C", "H", "H", "H", "H", "O", "B", "O", "C", "C", "C", "C", "C", "C", "H", "H", "H", "H"],
  "coordinates": [[1.971, -2.255, 0.358], [1.985, -2.518, -1.043], [0.618, -2.542, -1.499], [2.847, -2.848, -1.624], [-0.227, -2.247, -0.376], [0.620, -2.068, 0.781], [0.311, -2.006, 1.820], [2.845, -2.285, 1.030], [0.293, -2.773, -2.518], [-1.319, -2.224, -0.365], [1.065, -0.376, -0.710], [2.713, 1.011, 0.032], [1.144, 2.208, -4.182], [-0.086, 1.568, -4.523], [0.225, 0.331, -5.166], [-1.080, 1.965, -4.353], [1.646, 0.209, -5.224], [2.213, 1.369, -4.616], [3.272, 1.590, -4.529], [1.248, 3.177, -3.705], [-0.492, -0.376, -5.570], [2.197, -0.607, -5.679], [-1.398, -0.640, 2.163], [-0.638, 0.261, 1.296], [-0.716, 1.554, 1.941], [-1.510, 1.423, 3.037], [-1.799, 2.348, 4.001], [-2.051, 1.856, 5.281], [-2.364, 0.509, 5.479], [-2.434, -0.374, 4.399], [-1.860, 0.075, 3.217], [-1.832, 3.410, 3.763], [-2.040, 2.533, 6.132], [-2.532, 0.128, 6.476], [-2.833, -1.389, 4.473]],
  "forces_ev_per_angstrom": [[-0.330, -0.787, 0.429], [-0.737, -0.554, 0.012], [-0.048, -0.477, 0.900], [-0.289, 0.547, 0.123], [0.824, -1.309, -0.008], [0.523, -1.809, -0.560], [0.018, 0.232, -0.539], [-0.630, 0.336, -0.600], [0.148, 0.346, 0.440], [0.503, 0.209, -0.072], [-1.046, 2.787, 0.222], [0.567, 0.263, 0.140], [0.007, -0.811, -0.269], [0.707, -0.401, 0.032], [0.583, 0.432, 0.334], [0.067, -0.021, -0.015], [-0.470, 0.606, 0.391], [-0.846, -0.190, -0.010], [-0.093, -0.027, 0.025], [-0.011, -0.079, -0.024], [0.052, 0.065, 0.037], [-0.045, 0.066, 0.044], [0.208, 0.280, -1.029], [0.182, 0.736, 0.199], [-0.771, -0.630, -0.971], [0.345, -1.322, 0.208], [0.125, 0.828, 0.321], [-0.653, -0.179, 0.187], [-0.081, 0.169, -0.124], [0.427, -0.289, -0.404], [0.166, 0.809, 0.270], [0.661, -0.134, 0.273], [-0.203, -0.054, -0.187], [-0.288, 0.107, 0.055], [0.430, 0.256, 0.168]]
}

7.
{
  "formula": "C6H13N2",
  "method": "ωB97M-V with the def2-TZVPD basis set",
  "relative_energy_ev": 1.390,
  "e_lumo_ev": [-3.51, -6.29],
  "gap_ev": [7.9, 8.5],
  "mol_weight_g_mol": 113.18,
  "e_homo_ev": [-11.4, -14.7],
  "spin_multiplicity": 3,
  "s_squared": 2.011,
  "total_charge": 1,
  "symbols": ["C", "C", "C", "C", "C", "C", "N", "N", "H", "H", "H", "H", "H", "H", "H", "H", "H", "H", "H", "H", "H"],
  "coordinates": [[-1.522, 0.342, 0.061], [0.668, 0.424, 0.111], [-2.947, 0.298, 0.053], [1.461, 0.186, -1.168], [1.498, 1.129, 1.172], [0.127, -2.061, 0.222], [-0.030, -0.752, 0.716], [-0.566, 1.158, -0.195], [-3.377, 1.268, -0.210], [-3.309, -0.016, 1.035], [-3.295, -0.460, -0.655], [0.847, -0.268, -1.942], [2.311, -0.459, -0.965], [1.839, 1.137, -1.538], [0.900, 1.309, 2.060], [1.884, 2.072, 0.793], [2.339, 0.501, 1.449], [1.114, -2.397, 0.568], [-0.618, -2.704, 0.691], [0.098, -2.172, -0.865], [-0.630, 2.132, -0.497]],
  "forces_ev_per_angstrom": [[-0.879, 1.119, -0.988], [1.243, -1.168, 0.488], [-0.843, 0.732, -0.067], [-0.082, -0.298, 0.257], [-0.223, -0.070, 0.105], [0.814, -0.575, 1.488], [1.733, 0.778, -1.260], [-1.751, -0.497, 0.486], [-0.336, 0.032, 0.052], [0.052, 0.052, 0.015], [0.091, 0.018, 0.007], [-0.045, -0.023, -0.049], [0.112, -0.036, -0.021], [0.027, 0.062, -0.006], [-0.040, 0.079, 0.108], [0.007, 0.113, -0.062], [0.090, -0.049, -0.027], [0.079, -0.437, -0.357], [-0.066, -0.021, -0.202], [-0.063, 0.377, -0.108], [0.080, -0.187, 0.141]]
}

8.
{
  "formula": "C9H13NSe2",
  "method": "ωB97M-V with the def2-TZVPD basis set",
  "relative_energy_ev": 4.925,
  "e_lumo_ev": -0.60,
  "gap_ev": 6.6,
  "mol_weight_g_mol": 293.13,
  "e_homo_ev": -7.2,
  "symbols": ["C", "C", "C", "C", "C", "C", "C", "C", "C", "N", "Se", "Se", "H", "H", "H", "H", "H", "H", "H", "H", "H", "H", "H", "H", "H"],
  "coordinates": [[0.198, 1.816, 0.961], [0.809, 1.006, 1.945], [0.449, -0.306, 1.601], [-0.320, 0.940, 0.029], [-2.342, -0.165, -0.814], [1.444, 1.350, 3.257], [0.627, -1.607, 2.305], [-0.592, 1.107, -3.048], [-0.703, -1.974, -2.896], [-0.190, -0.348, 0.459], [-1.532, 1.393, -1.295], [-1.969, -1.826, -1.441], [0.269, 2.802, 0.853], [1.515, 0.468, 3.908], [2.399, 1.911, 2.973], [0.769, 2.144, 3.762], [0.516, -2.414, 1.581], [1.552, -1.683, 2.816], [-0.215, -1.786, 2.877], [0.446, 0.699, -2.954], [-1.279, 0.536, -3.628], [-0.593, 2.103, -3.448], [-0.552, -3.062, -3.242], [-1.015, -1.468, -3.814], [0.309, -1.635, -2.748]],
  "forces_ev_per_angstrom": [[0.955, -2.992, 1.175], [-1.277, -0.240, 0.348], [0.495, -0.146, -0.278], [0.521, -0.422, 0.759], [-0.911, -2.310, -0.078], [-0.281, 2.742, -0.558], [0.492, 0.192, -1.831], [0.664, 0.512, 1.017], [0.907, -1.344, -2.113], [-0.712, -0.332, -1.788], [1.182, 0.228, -1.164], [-0.902, 0.590, 0.303], [0.139, 4.024, -0.199], [0.471, 0.491, -0.239], [-0.774, -1.060, 1.171], [1.139, -1.290, -0.453], [0.554, 0.066, -0.306], [0.709, -0.239, 0.763], [-1.500, -0.178, 2.050], [-1.172, 0.263, 0.057], [-0.221, -0.591, -0.438], [0.328, 0.493, -0.332], [-0.704, 1.328, 1.029], [-0.357, -0.084, 0.308], [0.256, 0.300, 0.798]]
}